# 1
The following is a quantum chemistry calculation of a single C5H11NO molecule, from OMol25.

## Properties
SMILES string: CC(C)N1O[C@@H]1C
orbital gap: 10.25 eV
net charge: 0

Element x y z (Å)
C -0.042 -0.019 -1.619
C 0.985 0.220 -0.513
C 1.024 1.691 -0.094
N 0.978 -0.681 0.663
C -1.594 -0.703 1.113
C -0.188 -1.213 1.277
O 0.426 -2.005 0.303
H -0.996 0.482 -1.424
H 0.359 0.384 -2.555
H -0.219 -1.088 -1.751
H 1.970 -0.015 -0.932
H 1.737 1.874 0.715
H 1.341 2.286 -0.960
H 0.039 2.064 0.210
H -1.638 0.334 1.466
H -1.935 -0.747 0.079
H -2.273 -1.296 1.734
H 0.026 -1.569 2.288



# 2
The following is a quantum chemistry calculation of a single C5H11NO molecule at a distorted geometry, from OMol25.

## Properties
SMILES string: CCCNCC=O
orbital gap: 9.75 eV
net charge: 0

Element x y z (Å)
C -0.166 -0.556 2.130
C -0.977 -1.883 2.149
C 0.675 -0.525 0.851
N -0.130 -0.714 -0.381
C -0.488 0.557 -1.035
C 0.572 1.521 -1.539
O 0.618 1.903 -2.668
H 0.426 -0.502 3.048
H -0.896 0.253 2.153
H -1.722 -1.754 1.357
H -1.543 -1.956 3.068
H -0.469 -2.788 1.806
H 1.478 -1.265 0.983
H 1.306 0.340 0.645
H 0.425 -1.288 -1.004
H -1.076 1.101 -0.284
H -1.038 0.298 -1.946
H 1.180 1.832 -0.668



# 3
The following is a quantum chemistry calculation of a 2-piece molecular cluster, C5H11NO overall at a distorted geometry, from OMol25.

## Properties
SMILES string: C=CCNC=C.O
orbital gap: 8.68 eV
net charge: 0

Element x y z (Å)
C 0.428 2.072 -0.330
C 1.147 0.910 -0.195
N 0.386 -0.294 -0.051
C 1.070 -1.573 0.325
C 0.129 -1.300 2.705
C 0.934 -1.930 1.835
H -0.728 2.209 -0.436
H 0.833 2.981 -0.917
H 2.203 0.811 0.001
H -0.526 -0.128 -0.507
H 0.725 -2.342 -0.417
H 2.189 -1.486 0.107
H -0.072 -1.469 3.758
H -0.601 -0.621 2.273
H 1.464 -2.880 2.082
H -3.583 1.033 -3.197
H -2.820 2.359 -3.270
O -3.177 1.648 -3.765



# 4
The following is a quantum chemistry calculation of C5H11NO as an isolated structure at a distorted geometry, from OMol25.

## Properties
orbital gap: 9.55 eV
net charge: 0

Element x y z (Å)
C 2.105 -0.018 -1.325
C 1.289 -0.771 -0.327
C 1.230 -0.124 1.064
N 0.062 0.171 0.239
C -1.155 -0.607 0.562
C -2.258 0.295 0.113
O -2.125 1.526 0.774
H 1.706 -0.151 -2.332
H 3.088 -0.464 -1.363
H 2.224 1.057 -1.182
H 0.126 -0.662 -1.043
H 1.880 0.778 1.162
H 1.031 -0.762 1.878
H -1.302 -1.574 0.075
H -1.263 -0.739 1.627
H -2.204 0.400 -0.972
H -3.252 -0.153 0.360
H -1.181 1.796 0.690



# 5
The following is a quantum chemistry calculation of a 2-piece molecular cluster, C5H11NO overall at a distorted geometry, from OMol25.

## Properties
orbital gap (spin up / spin down): 8.14 / 8.77 eV
net charge: 0

Element x y z (Å)
C -0.156 0.168 -0.167
C 0.086 2.881 -0.532
C 1.997 -0.973 0.741
C -2.051 -1.305 0.141
C 1.060 -0.617 -0.460
N -1.352 0.003 0.254
O -2.055 0.904 0.688
H -0.591 2.974 -1.338
H -0.399 3.076 0.408
H 1.121 2.447 -0.542
H 1.575 -1.810 1.398
H 2.144 -0.100 1.374
H 3.029 -1.389 0.387
H -2.046 -2.088 0.872
H -3.136 -0.973 -0.117
H -1.529 -1.650 -0.802
H 0.698 -1.517 -1.123
H 1.606 -0.032 -1.183



# 6
The following is a quantum chemistry calculation of a single C5H11NO molecule at a distorted geometry, from OMol25.

## Properties
SMILES string: CC(C)CC(N)=O
orbital gap: 10.56 eV
net charge: 0

Element x y z (Å)
C -0.831 0.250 0.552
C -0.153 -0.121 -0.797
C 1.245 -0.831 -0.540
C -1.096 -0.833 -1.684
C 0.104 0.511 1.732
N 0.662 1.742 1.830
O 0.336 -0.355 2.589
H -1.443 1.149 0.272
H -1.547 -0.448 0.872
H 0.186 0.841 -1.213
H 1.016 -1.710 0.185
H 1.569 -1.196 -1.450
H 1.964 -0.158 -0.145
H -0.564 -1.731 -2.237
H -1.520 -0.204 -2.508
H -1.883 -1.306 -1.260
H 1.340 1.870 2.554
H 0.616 2.531 1.248



# 7
The following is a quantum chemistry calculation of a 2-piece molecular cluster, C5H11NO overall, from OMol25.

## Properties
SMILES string: CN=C=O.CCC
orbital gap: 11.18 eV
net charge: 0

Element x y z (Å)
C -2.059 1.302 1.534
N -0.900 1.957 0.992
C 0.297 1.854 1.012
O 1.473 1.856 0.953
C 0.169 -0.895 -1.071
C 1.381 -0.324 -1.805
C 0.559 -1.598 0.228
H -2.068 0.240 1.267
H -2.956 1.772 1.128
H -2.082 1.397 2.625
H -0.540 -0.083 -0.854
H -0.364 -1.598 -1.724
H 1.910 0.399 -1.173
H 1.088 0.186 -2.729
H 2.088 -1.119 -2.070
H 1.221 -2.449 0.026
H 1.100 -0.916 0.895
H -0.317 -1.982 0.765



# 8
The following is a quantum chemistry calculation of a single C5H11NO molecule, from OMol25.

## Properties
SMILES string: CC(C)N(C)C=O
orbital gap: 10.11 eV
net charge: 0

Element x y z (Å)
C 1.414 -0.454 -0.841
C 0.010 -0.653 -0.274
C -0.125 -1.462 1.015
N -0.639 0.638 -0.123
C 0.031 1.472 0.874
C -1.591 0.892 -1.075
O -1.865 0.099 -1.966
H 2.152 -0.115 -0.104
H 1.765 -1.387 -1.280
H 1.366 0.302 -1.635
H -0.576 -1.146 -1.043
H -1.095 -1.243 1.479
H -0.103 -2.525 0.769
H 0.656 -1.264 1.757
H 0.842 0.863 1.293
H 0.524 2.356 0.456
H -0.595 1.746 1.728
H -2.160 1.831 -1.016



# 9
The following is a quantum chemistry calculation of an isolated ion of composition C5H11NO and charge +1 at a distorted geometry, from OMol25.

## Properties
2S+1: 2
orbital gap (spin up / spin down): 10.96 / 6.55 eV
expectation value of S²: 0.757
net charge: +1

Element x y z (Å)
C 0.120 -0.124 -2.046
N -0.749 0.307 -0.904
C -1.843 -0.647 -0.842
C 0.817 1.742 0.657
C -0.110 0.410 0.449
C 0.600 -0.856 1.000
O 1.290 -0.921 2.041
H 1.010 0.564 -1.958
H -0.306 0.203 -2.990
H 0.539 -1.234 -1.985
H -2.049 -0.568 0.250
H -2.695 -0.351 -1.540
H -1.613 -1.679 -1.094
H 1.692 1.977 -0.030
H 0.183 2.628 0.863
H 1.147 1.626 1.742
H -0.930 0.613 1.014
H 0.449 -1.716 0.405



# 10
The following is a quantum chemistry calculation of a 2-piece molecular cluster, C5H11NO2 overall at a distorted geometry, from OMol25.

## Properties
orbital gap: 3.86 eV
net charge: 0

Element x y z (Å)
C 0.388 0.990 -0.365
C 0.319 -0.327 0.375
C 1.610 -0.464 1.192
C 0.130 -1.447 -0.644
N 1.576 1.036 -1.211
C -2.914 0.589 0.004
O -2.193 1.269 0.787
O -2.758 -0.626 -0.355
H -0.509 1.064 -1.085
H 0.324 1.797 0.322
H -0.572 -0.324 1.075
H 1.755 0.335 1.919
H 2.422 -0.362 0.423
H 1.714 -1.415 1.696
H 0.901 -1.297 -1.427
H -0.845 -1.330 -1.083
H 0.286 -2.451 -0.231
H 2.183 1.843 -0.980
H -3.818 1.117 -0.412



Number 1: DFT total energy -8898.43165 eV. Number 2: DFT total energy -8899.62618 eV. Number 3: DFT total energy -8898.03379 eV. Number 4: DFT total energy -8895.49650 eV. Number 5: DFT total energy -8893.42041 eV. Number 6: DFT total energy -8900.76901 eV. Number 7: DFT total energy -8900.85995 eV. Number 8: DFT total energy -8900.74119 eV. Number 9: DFT total energy -8889.82358 eV. Number 10: DFT total energy -10942.24042 eV.